Entry 1:
116
Properties=species:S:1:pos:R:3:mulliken_charge:R:1 method="wB97M-V/def2-TZVPD" smiles=COC[C@H](C)N.COC[C@H](C)N.COC[C@H](C)N.COC[C@H](C)N.CC(C)O.CC(C)O.CC(C)O.CC(C)O energy_ha=-1933.223033 relative_energy_kcal_mol=32.0 lumo_ev=0.5705
C 5.813 -1.424 -3.102 0.678
H 3.428 2.797 -2.288 0.277
C -5.943 0.846 6.567 -0.779
H 6.891 -0.257 -1.675 0.329
H 5.356 -2.297 0.306 0.478
H -1.478 0.486 4.013 0.371
H 5.482 -0.892 1.347 0.424
H -4.639 -3.580 -3.438 0.396
H -1.573 1.999 -0.394 0.087
H 4.873 -0.649 -0.307 0.068
O -5.018 2.463 1.096 -0.336
H -1.563 0.445 -1.186 -0.115
C 3.426 -2.513 2.148 -1.556
C -2.672 -1.816 -2.638 -1.210
H 0.211 -1.346 1.525 0.138
H -2.823 4.688 -1.215 0.268
C 2.532 3.276 -1.866 -0.641
H 0.428 3.156 -0.214 -0.068
H -6.052 2.131 -1.090 0.290
C -2.388 1.305 5.789 0.386
H -3.907 -5.011 -2.748 0.483
O 2.378 4.554 -2.392 -0.411
H 1.155 4.013 1.243 0.382
H -0.169 1.119 1.518 0.238
H 2.294 5.630 -4.119 0.279
H -2.274 -0.712 5.137 0.417
H -3.543 1.814 7.492 0.343
H -4.749 4.388 0.666 0.528
H 5.340 -2.050 -2.342 -0.028
H 4.898 0.544 -2.714 0.065
H 2.953 -1.918 0.086 -0.511
H -3.884 2.211 -1.369 -0.039
C -2.582 -3.317 -2.857 1.620
C -3.759 4.452 -1.750 -1.345
H 0.289 -3.542 -0.737 -0.169
C 0.364 -5.579 -1.349 0.411
C 3.477 -1.575 0.962 1.510
H 1.567 4.024 -4.262 0.291
H -6.703 0.811 5.796 0.211
C 2.401 4.600 -3.818 -0.782
C -4.270 3.394 0.438 -0.751
H -5.915 -0.100 7.143 0.303
H -3.469 0.087 7.202 0.340
C 2.560 3.441 -0.360 1.470
H 0.964 4.830 -0.350 0.450
H 7.685 -0.440 -3.283 0.480
C -0.697 -0.934 1.060 -0.814
O 0.695 0.529 -0.337 -0.159
O 1.328 -6.386 -2.072 -0.547
H -0.936 0.387 6.942 0.274
H 2.673 -0.264 -2.129 0.139
C 2.793 -1.034 -2.885 -0.177
H -6.128 1.674 7.260 0.331
H 5.467 0.194 -4.305 0.402
H -1.256 2.003 7.301 0.280
H -3.086 -1.269 -3.499 0.418
O 3.734 -0.646 -3.895 -0.496
O -4.735 1.176 5.909 -0.192
H -3.935 2.376 2.884 0.187
H -3.258 0.351 4.101 0.298
H -0.995 -1.547 0.202 -0.196
C 0.945 -4.186 -1.339 -0.668
C 4.961 -0.247 -3.446 -0.364
H -3.381 -1.588 -1.815 0.303
H 0.963 -6.333 0.627 0.322
H 0.966 -7.280 -2.232 0.336
H -4.290 -3.695 -1.680 0.413
H 2.724 2.408 -0.011 -0.461
N -5.686 2.906 -1.636 -0.772
H -6.317 3.697 -1.496 0.287
H -3.533 4.363 -2.788 0.387
C 7.152 -0.956 -2.474 -1.558
H 4.030 -3.407 1.907 0.419
C -3.949 -3.939 -2.677 -1.640
H -5.464 3.352 2.919 0.331
H 5.311 -2.785 -4.640 0.241
H 7.745 -1.790 -2.126 0.328
C -0.421 0.520 0.601 0.666
H -2.386 -4.281 -4.520 0.342
N -1.095 1.313 6.572 -0.690
C 4.913 -1.343 0.541 -1.260
H 3.393 0.214 1.926 0.259
H -0.623 -5.458 0.570 0.281
O -2.001 -3.475 -4.164 -0.542
H -0.469 -7.148 -0.064 0.434
C 1.160 3.888 0.157 -1.213
H -0.614 -5.616 -1.832 0.207
C -2.315 0.263 4.640 -1.394
H 1.483 0.318 0.190 -0.036
H 1.962 -4.131 -0.952 0.546
H 0.905 -3.845 -2.389 0.346
H -1.507 -0.797 1.800 0.451
H -2.541 2.303 5.365 0.312
O 2.835 -0.319 1.334 -0.490
H -1.896 -3.791 -2.097 -0.629
C 0.028 -6.191 0.072 -1.428
H -5.514 1.547 2.808 0.267
N 3.681 4.258 -0.001 -0.766
C -1.625 0.924 -0.202 -0.843
H -1.750 -1.283 -2.425 0.005
H 3.346 4.227 -4.250 0.290
N 6.093 -2.340 -4.200 -0.664
H -3.234 3.540 0.761 0.268
H 1.638 2.727 -2.216 0.309
H -4.407 5.319 -1.638 0.394
H 1.886 -1.152 -3.450 0.216
H 3.784 5.009 -0.667 0.309
C -4.975 2.453 2.488 -0.683
C -4.358 3.144 -1.084 0.767
H 3.421 4.677 0.885 0.285
H 6.595 -1.848 -4.922 0.277
C -3.591 1.059 6.697 -0.807
H -2.472 0.636 0.412 0.456
H 2.431 -2.865 2.431 0.341
H 3.064 -1.990 -2.427 0.138
H 3.938 -2.078 3.008 0.359

---

Entry 2:
119
Properties=species:S:1:pos:R:3:mulliken_charge:R:1 method="wB97M-V/def2-TZVPD" smiles=COC[C@H](C)N.COC[C@H](C)N.COC[C@H](C)N.COC[C@H](C)N.COC[C@H](C)N.COC[C@H](C)N.COC[C@H](C)N energy_ha=-2022.680474 relative_energy_kcal_mol=119.8 lumo_ev=0.6467
N 6.148 17.600 19.508 -0.732
H 16.505 15.158 14.485 0.481
H 13.193 9.848 16.410 0.359
H 11.065 18.981 19.569 0.428
H 8.475 19.210 21.387 0.292
H 13.258 24.339 12.584 0.452
H 9.774 13.539 21.631 0.299
H 13.740 19.395 16.316 0.032
C 13.651 20.909 13.015 -0.944
H 12.119 18.948 16.825 -0.022
O 16.309 16.043 16.215 -0.093
H 15.628 13.316 19.756 0.217
H 7.876 16.936 20.247 -0.510
H 14.736 15.822 13.659 0.312
C 7.574 19.100 20.744 -1.570
H 13.245 16.197 19.128 -0.231
C 13.596 17.704 17.528 0.542
C 10.254 17.373 15.432 -0.809
H 13.038 20.463 12.303 0.408
H 8.049 15.210 24.039 0.249
H 13.795 22.635 14.326 0.292
O 12.845 22.878 11.092 -0.227
O 11.671 17.213 18.599 0.796
H 11.376 9.520 17.680 0.243
N 14.715 16.813 13.957 -0.458
C 9.987 15.348 16.503 -0.064
N 11.333 14.625 19.558 -0.381
H 12.231 12.564 20.982 0.317
H 11.710 12.441 16.493 -0.171
C 12.610 13.596 21.172 -1.025
H 5.987 18.455 19.025 0.278
N 13.314 16.754 16.466 0.401
H 7.885 19.542 19.780 0.422
O 7.577 16.305 22.444 -0.167
H 12.672 11.723 17.761 -0.081
H 18.046 15.450 17.154 0.346
H 6.556 16.953 18.786 0.274
H 10.017 15.966 17.420 -0.231
H 5.746 16.184 21.628 0.395
H 10.741 16.255 13.922 0.471
H 12.172 23.247 9.210 0.216
C 12.574 11.798 16.671 0.117
C 11.549 14.700 21.017 1.249
C 16.809 16.095 14.867 -1.006
C 13.547 23.349 12.227 -0.927
H 13.568 20.358 13.947 -0.240
C 12.826 23.669 9.997 -0.863
H 14.645 17.777 17.537 1.099
H 12.031 9.417 14.227 0.482
H 11.223 10.950 14.318 0.418
N 11.808 22.301 13.627 -0.536
H 11.118 20.031 14.968 0.328
O 13.689 12.402 16.072 -0.551
C 10.256 14.514 21.800 -1.328
H 12.317 16.382 16.560 -0.702
H 17.171 18.956 14.744 0.649
H 13.817 15.961 16.770 -0.298
H 9.731 17.170 13.106 0.395
C 13.232 22.319 13.402 0.364
C 11.079 17.991 14.334 2.350
H 11.587 15.551 19.208 -0.449
H 6.512 14.948 23.422 0.397
C 17.044 15.089 16.920 -0.829
N 10.741 17.110 13.231 -0.978
H 9.234 17.287 15.141 1.073
C 14.012 13.646 16.631 0.482
C 12.988 17.249 18.830 -1.119
H 9.779 17.837 19.153 0.064
H 16.552 15.069 17.935 0.018
H 12.522 24.662 10.294 0.339
H 11.542 23.227 13.951 0.263
H 12.026 13.947 19.229 0.276
H 5.973 17.657 22.548 0.293
C 12.080 10.395 14.604 -1.619
H 15.580 19.328 14.278 -0.192
H 12.107 17.915 14.691 -0.951
H 6.836 19.714 21.227 0.462
C 12.351 10.412 16.149 0.497
H 14.492 12.051 20.073 0.452
H 9.724 15.373 21.519 0.091
H 13.198 14.299 16.790 -0.127
H 9.648 19.585 13.969 0.343
O 10.678 16.047 15.522 -0.485
H 11.294 19.746 13.266 0.181
C 16.097 17.169 14.018 0.264
H 15.238 12.822 21.401 0.276
C 10.731 19.412 14.137 -1.704
H 10.739 17.461 20.528 0.270
H 14.668 20.828 12.667 0.533
N 11.139 9.798 16.701 -0.655
H 16.636 17.190 13.057 0.351
H 14.702 14.096 15.920 0.103
H 17.877 16.138 14.882 0.547
H 10.445 14.409 16.810 -0.274
O 13.645 13.949 20.273 -0.085
C 6.493 16.970 21.827 -1.015
C 7.237 15.703 23.648 -0.912
H 13.190 19.783 18.009 0.464
H 12.948 13.673 22.232 0.466
H 10.365 17.965 16.342 -0.351
C 14.764 13.026 20.376 -1.006
H 10.446 14.662 22.885 0.340
C 10.809 17.903 19.522 -1.163
H 8.991 15.220 16.117 0.516
H 11.248 22.150 12.777 0.272
H 14.579 13.567 17.599 0.032
C 16.213 18.535 14.667 -0.786
H 11.990 15.679 21.198 0.239
H 10.828 9.024 16.136 0.235
C 13.114 19.079 17.159 -1.312
H 15.921 18.508 15.765 -0.043
H 14.635 23.466 12.031 0.414
H 17.007 14.132 16.370 0.439
H 14.370 16.721 14.945 0.149
C 7.076 17.651 20.581 1.604
H 13.789 23.703 9.536 0.325
H 12.888 10.881 14.061 0.331
H 13.234 17.903 19.736 0.560
H 6.849 16.433 24.415 0.286